Computed, not measured: a cluster of 20 separate species, C80H200O40 in total at a distorted geometry, with wB97M-V/def2-TZVPD.

## Properties
LUMO level = 0.48 eV
E_HOMO = -0.338 Ha
E = -168075.9933 eV
ΔE to the lowest compared entry with this formula, charge and spin = 0.0 kcal per mole
Molar mass = 1802.44 g/mol
Total charge = 0
HOMO-LUMO gap = 9.6867 eV

Bonds (Å) are listed after each position.
Element x y z (Å)
1 C -0.12 6.09 -3.10  O2 1.426, H7 1.079, H8 1.084, H9 1.084
2 O 1.10 5.38 -3.31  C1 1.426, C3 1.377
3 C 1.11 4.15 -2.68  O2 1.377, C4 1.461, H10 1.079, H11 1.120
4 C 0.32 3.17 -3.41  C3 1.461, O5 1.454, H12 1.090, H13 1.106
5 O -1.11 3.29 -3.17  C4 1.454, C6 1.399
6 C -1.88 2.60 -4.12  O5 1.399, H14 1.123, H15 1.071, H16 1.081
7 H -0.86 5.45 -3.56  C1 1.079
8 H -0.12 7.01 -3.67  C1 1.084
9 H -0.43 6.26 -2.08  C1 1.084
10 H 0.81 4.27 -1.65  C3 1.079
11 H 2.18 3.82 -2.69  C3 1.120
12 H 0.61 2.17 -3.09  C4 1.090
13 H 0.49 3.17 -4.50  C4 1.106
14 H -1.87 3.12 -5.11  C6 1.123
15 H -2.90 2.59 -3.81  C6 1.071
16 H -1.55 1.58 -4.30  C6 1.081
17 C -4.89 7.40 2.96  O18 1.403, H23 1.074, H24 1.095, H25 1.110
18 O -3.99 6.32 3.06  C17 1.403, C19 1.427
19 C -4.51 5.33 3.94  O18 1.427, C20 1.474, H26 1.080, H27 1.069
20 C -3.49 4.27 4.01  C19 1.474, O21 1.424, H28 1.106, H29 1.083
21 O -3.56 3.49 2.83  C20 1.424, C22 1.381
22 C -2.48 2.71 2.45  O21 1.381, H30 1.130, H31 1.085, H32 1.089
23 H -4.47 8.08 2.25  C17 1.074
24 H -5.02 7.85 3.95  C17 1.095
25 H -5.88 7.06 2.59  C17 1.110
26 H -5.43 4.96 3.52  C19 1.080
27 H -4.73 5.74 4.91  C19 1.069
28 H -3.61 3.62 4.89  C20 1.106
29 H -2.53 4.74 4.18  C20 1.083
30 H -1.49 3.24 2.47  C22 1.130
31 H -2.65 2.47 1.40  C22 1.085
32 H -2.45 1.83 3.08  C22 1.089
33 C -10.56 2.38 5.02  O34 1.465, H39 1.056, H40 1.102, H41 1.089
34 O -9.55 1.73 4.18  C33 1.465, C35 1.451
35 C -9.39 2.47 2.95  O34 1.451, C36 1.541, H42 1.056, H43 1.109
36 C -8.54 1.55 2.05  C35 1.541, O37 1.423, H44 1.096, H45 1.077
37 O -7.15 1.66 2.34  C36 1.423, C38 1.390
38 C -6.57 2.65 1.56  O37 1.390, H46 1.090, H47 1.117, H48 1.096
39 H -10.32 3.41 5.10  C33 1.056
40 H -10.57 1.87 6.00  C33 1.102
41 H -11.57 2.22 4.66  C33 1.089
42 H -8.88 3.37 3.19  C35 1.056
43 H -10.36 2.69 2.45  C35 1.109
44 H -8.66 1.78 0.99  C36 1.096
45 H -8.81 0.53 2.27  C36 1.077
46 H -7.08 3.59 1.75  C38 1.090
47 H -6.76 2.38 0.49  C38 1.117
48 H -5.50 2.72 1.76  C38 1.096
49 C -3.21 -0.61 4.27  O50 1.445, H55 1.080, H56 1.112, H57 1.109
50 O -2.02 -1.37 3.95  C49 1.445, C51 1.435
51 C -2.16 -2.34 2.90  O50 1.435, C52 1.529, H58 1.108, H59 1.074
52 C -2.71 -3.65 3.46  C51 1.529, O53 1.441, H60 1.080, H61 1.098
53 O -1.71 -4.20 4.34  C52 1.441, C54 1.401
54 C -2.19 -5.32 5.04  O53 1.401, H62 1.091, H63 1.122, H64 1.120
55 H -3.05 0.07 5.09  C49 1.080
56 H -4.11 -1.24 4.45  C49 1.112
57 H -3.49 0.01 3.39  C49 1.109
58 H -1.17 -2.53 2.44  C51 1.108
59 H -2.81 -1.97 2.13  C51 1.074
60 H -2.93 -4.33 2.65  C52 1.080
61 H -3.63 -3.41 4.02  C52 1.098
62 H -3.11 -5.05 5.56  C54 1.091
63 H -1.41 -5.64 5.78  C54 1.122
64 H -2.48 -6.18 4.38  C54 1.120
65 C 4.07 -8.13 -2.39  O66 1.390, H71 1.080, H72 1.112, H73 1.075
66 O 3.29 -6.99 -2.46  C65 1.390, C67 1.421
67 C 2.45 -6.87 -1.32  O66 1.421, C68 1.506, H74 1.092, H75 1.093
68 C 1.23 -7.74 -1.45  C67 1.506, O69 1.452, H76 1.089, H77 1.123
69 O 0.47 -7.40 -2.63  C68 1.452, C70 1.407
70 C -0.67 -8.22 -2.69  O69 1.407, H78 1.068, H79 1.085, H80 1.133
71 H 3.41 -8.98 -2.46  C65 1.080
72 H 4.54 -8.32 -1.40  C65 1.112
73 H 4.86 -8.10 -3.12  C65 1.075
74 H 2.18 -5.82 -1.20  C67 1.092
75 H 2.99 -7.11 -0.40  C67 1.093
76 H 0.54 -7.67 -0.61  C68 1.089
77 H 1.48 -8.83 -1.54  C68 1.123
78 H -0.38 -9.22 -2.46  C70 1.068
79 H -1.24 -8.34 -3.61  C70 1.085
80 H -1.43 -7.89 -1.92  C70 1.133
81 C 8.23 0.61 2.36  O82 1.428, H87 1.086, H88 1.072, H89 1.069
82 O 7.45 -0.42 1.74  C81 1.428, C83 1.415
83 C 6.19 0.09 1.33  O82 1.415, C84 1.486, H90 1.120, H91 1.101
84 C 5.32 -0.99 0.80  C83 1.486, O85 1.378, H92 1.076, H93 1.150
85 O 5.43 -1.30 -0.54  C84 1.378, C86 1.437
86 C 6.73 -1.74 -0.98  O85 1.437, H94 1.123, H95 1.094, H96 1.063
87 H 9.19 0.11 2.38  C81 1.086
88 H 7.91 0.78 3.37  C81 1.072
89 H 8.22 1.51 1.79  C81 1.069
90 H 6.31 0.89 0.55  C83 1.120
91 H 5.69 0.62 2.15  C83 1.101
92 H 4.31 -0.71 1.02  C84 1.076
93 H 5.57 -1.95 1.37  C84 1.150
94 H 7.05 -2.52 -0.24  C86 1.123
95 H 7.44 -0.91 -0.89  C86 1.094
96 H 6.76 -2.18 -1.95  C86 1.063
97 C -0.25 -2.55 -5.91  O98 1.393, H103 1.117, H104 1.100, H105 1.116
98 O -0.34 -1.20 -6.25  C97 1.393, C99 1.401
99 C 0.80 -0.45 -5.92  O98 1.401, C100 1.509, H106 1.123, H107 1.073
100 C 0.87 0.87 -6.64  C99 1.509, O101 1.455, H108 1.099, H109 1.139
101 O 2.10 1.58 -6.35  C100 1.455, C102 1.399
102 C 2.22 2.85 -6.93  O101 1.399, H110 1.074, H111 1.088, H112 1.084
103 H 0.82 -2.83 -5.75  C97 1.117
104 H -0.68 -3.20 -6.68  C97 1.100
105 H -0.81 -2.76 -4.96  C97 1.116
106 H 1.66 -1.03 -6.34  C99 1.123
107 H 0.89 -0.56 -4.86  C99 1.073
108 H 0.01 1.49 -6.37  C100 1.099
109 H 0.80 0.60 -7.75  C100 1.139
110 H 2.47 2.78 -7.97  C102 1.074
111 H 3.17 3.16 -6.50  C102 1.088
112 H 1.44 3.57 -6.68  C102 1.084
113 C 5.56 -4.94 -1.40  O114 1.380, H119 1.138, H120 1.114, H121 1.079
114 O 6.87 -5.05 -0.97  C113 1.380, C115 1.403
115 C 7.32 -6.38 -0.90  O114 1.403, C116 1.533, H122 1.082, H123 1.094
116 C 8.83 -6.48 -0.63  C115 1.533, O117 1.405, H124 1.109, H125 1.128
117 O 9.11 -7.85 -0.48  C116 1.405, C118 1.454
118 C 10.47 -8.03 -0.02  O117 1.454, H126 1.106, H127 1.077, H128 1.111
119 H 4.96 -5.66 -0.75  C113 1.138
120 H 5.45 -5.08 -2.50  C113 1.114
121 H 5.21 -3.93 -1.24  C113 1.079
122 H 7.07 -6.83 -1.85  C115 1.082
123 H 6.78 -6.91 -0.11  C115 1.094
124 H 9.09 -5.87 0.27  C116 1.109
125 H 9.40 -6.02 -1.48  C116 1.128
126 H 10.58 -7.74 1.05  C118 1.106
127 H 11.18 -7.39 -0.52  C118 1.077
128 H 10.67 -9.11 -0.17  C118 1.111
129 C 1.91 -5.36 -5.38  O130 1.410, H135 1.069, H136 1.096, H137 1.107
130 O 2.83 -4.33 -5.09  C129 1.410, C131 1.434
131 C 2.69 -3.93 -3.72  O130 1.434, C132 1.509, H138 1.070, H139 1.135
132 C 3.67 -2.81 -3.49  C131 1.509, O133 1.416, H140 1.120, H141 1.124
133 O 3.14 -1.64 -4.10  C132 1.416, C134 1.410
134 C 4.01 -0.56 -3.83  O133 1.410, H142 1.095, H143 1.087, H144 1.101
135 H 2.04 -5.66 -6.40  C129 1.069
136 H 0.85 -5.10 -5.29  C129 1.096
137 H 2.07 -6.30 -4.82  C129 1.107
138 H 2.75 -4.76 -3.05  C131 1.070
139 H 1.62 -3.59 -3.55  C131 1.135
140 H 4.70 -3.07 -3.86  C132 1.120
141 H 3.80 -2.53 -2.41  C132 1.124
142 H 3.63 0.32 -4.35  C134 1.095
143 H 5.00 -0.76 -4.21  C134 1.087
144 H 4.00 -0.39 -2.74  C134 1.101
145 C -2.56 -1.04 -3.10  O146 1.404, H151 1.091, H152 1.132, H153 1.124
146 O -3.84 -0.49 -2.90  C145 1.404, C147 1.412
147 C -4.02 0.31 -1.75  O146 1.412, C148 1.518, H154 1.071, H155 1.110
148 C -4.21 -0.48 -0.48  C147 1.518, O149 1.382, H156 1.085, H157 1.099
149 O -5.48 -1.02 -0.37  C148 1.382, C150 1.395
150 C -5.67 -1.35 0.97  O149 1.395, H158 1.068, H159 1.089, H160 1.113
151 H -2.58 -1.74 -3.94  C145 1.091
152 H -2.10 -1.43 -2.15  C145 1.132
153 H -1.82 -0.23 -3.32  C145 1.124
154 H -4.90 0.91 -1.86  C147 1.071
155 H -3.19 1.04 -1.61  C147 1.110
156 H -4.04 0.17 0.38  C148 1.085
157 H -3.39 -1.19 -0.27  C148 1.099
158 H -4.97 -2.08 1.31  C150 1.068
159 H -6.68 -1.76 1.03  C150 1.089
160 H -5.61 -0.44 1.60  C150 1.113
161 C 4.76 2.72 -3.12  O162 1.433, H167 1.136, H168 1.089, H169 1.118
162 O 4.16 3.01 -1.85  C161 1.433, C163 1.437
163 C 3.71 1.79 -1.24  O162 1.437, C164 1.509, H170 1.139, H171 1.115
164 C 3.02 2.04 0.08  C163 1.509, O165 1.421, H172 1.085, H173 1.088
165 O 4.00 2.14 1.11  C164 1.421, C166 1.405
166 C 3.27 2.16 2.31  O165 1.405, H174 1.090, H175 1.120, H176 1.073
167 H 5.55 1.91 -2.95  C161 1.136
168 H 5.19 3.66 -3.44  C161 1.089
169 H 3.97 2.37 -3.83  C161 1.118
170 H 4.54 1.03 -1.06  C163 1.139
171 H 3.03 1.31 -1.98  C163 1.115
172 H 2.40 1.19 0.34  C164 1.085
173 H 2.51 2.99 -0.05  C164 1.088
174 H 4.01 2.03 3.09  C166 1.090
175 H 2.58 1.28 2.40  C166 1.120
176 H 2.80 3.12 2.40  C166 1.073
177 C -1.84 5.29 -0.09  O178 1.400, H183 1.104, H184 1.103, H185 1.091
178 O -0.72 5.74 0.62  C177 1.400, C179 1.411
179 C -1.03 6.85 1.43  O178 1.411, C180 1.495, H186 1.106, H187 1.086
180 C 0.10 7.05 2.39  C179 1.495, O181 1.414, H188 1.095, H189 1.092
181 O 0.16 6.02 3.36  C180 1.414, C182 1.426
182 C 1.11 5.02 3.02  O181 1.426, H190 1.097, H191 1.117, H192 1.107
183 H -2.63 5.02 0.64  C177 1.104
184 H -1.55 4.39 -0.67  C177 1.103
185 H -2.29 6.04 -0.74  C177 1.091
186 H -1.99 6.71 1.96  C179 1.106
187 H -1.05 7.73 0.79  C179 1.086
188 H -0.04 8.01 2.90  C180 1.095
189 H 1.07 7.10 1.90  C180 1.092
190 H 2.07 5.51 2.77  C182 1.097
191 H 0.86 4.36 2.15  C182 1.117
192 H 1.22 4.36 3.90  C182 1.107
193 C 2.94 5.91 -0.02  O194 1.444, H199 1.090, H200 1.089, H201 1.105
194 O 2.85 7.34 0.10  C193 1.444, C195 1.444
195 C 1.70 7.81 -0.63  O194 1.444, C196 1.535, H202 1.073, H203 1.107
196 C 1.61 9.33 -0.46  C195 1.535, O197 1.406, H204 1.092, H205 1.084
197 O 1.16 9.64 0.84  C196 1.406, C198 1.433
198 C 2.13 10.17 1.75  O197 1.433, H206 1.093, H207 1.087, H208 1.098
199 H 1.97 5.45 0.18  C193 1.090
200 H 3.66 5.55 0.72  C193 1.089
201 H 3.29 5.61 -1.02  C193 1.105
202 H 0.77 7.38 -0.31  C195 1.073
203 H 1.89 7.52 -1.69  C195 1.107
204 H 0.93 9.67 -1.24  C196 1.092
205 H 2.56 9.82 -0.65  C196 1.084
206 H 2.03 9.55 2.65  C198 1.093
207 H 1.88 11.21 1.96  C198 1.087
208 H 3.18 10.11 1.46  C198 1.098
209 C -0.40 2.11 0.16  O210 1.398, H215 1.102, H216 1.108, H217 1.111
210 O -0.15 1.36 1.31  C209 1.398, C211 1.418
211 C -0.62 0.02 1.35  O210 1.418, C212 1.489, H218 1.073, H219 1.086
212 C 0.09 -0.87 0.40  C211 1.489, O213 1.424, H220 1.145, H221 1.087
213 O -0.38 -0.78 -0.94  C212 1.424, C214 1.417
214 C 0.60 -1.22 -1.86  O213 1.417, H222 1.090, H223 1.071, H224 1.138
215 H -1.40 1.95 -0.26  C209 1.102
216 H 0.35 1.88 -0.62  C209 1.108
217 H -0.44 3.19 0.42  C209 1.111
218 H -1.66 -0.03 1.10  C211 1.073
219 H -0.51 -0.16 2.42  C211 1.086
220 H -0.06 -1.96 0.73  C212 1.145
221 H 1.15 -0.63 0.40  C212 1.087
222 H 1.04 -2.15 -1.49  C214 1.090
223 H 1.33 -0.45 -2.00  C214 1.071
224 H 0.05 -1.51 -2.82  C214 1.138
225 C -0.49 1.92 5.43  O226 1.403, H231 1.131, H232 1.093, H233 1.092
226 O -1.01 0.89 6.23  C225 1.403, C227 1.481
227 C -0.01 -0.19 6.39  O226 1.481, C228 1.538, H234 1.085, H235 1.124
228 C -0.80 -1.45 6.78  C227 1.538, O229 1.415, H236 1.084, H237 1.062
229 O -0.85 -1.56 8.19  C228 1.415, C230 1.409
230 C -1.11 -2.86 8.65  O229 1.409, H238 1.098, H239 1.086, H240 1.101
231 H -0.57 1.70 4.32  C225 1.131
232 H 0.53 2.21 5.68  C225 1.093
233 H -1.11 2.80 5.59  C225 1.092
234 H 0.63 0.06 7.23  C227 1.085
235 H 0.65 -0.34 5.49  C227 1.124
236 H -0.46 -2.32 6.24  C228 1.084
237 H -1.77 -1.27 6.37  C228 1.062
238 H -0.38 -3.58 8.26  C230 1.098
239 H -2.13 -3.18 8.44  C230 1.086
240 H -1.05 -2.85 9.75  C230 1.101
241 C 2.99 -3.35 0.42  O242 1.421, H247 1.076, H248 1.148, H249 1.104
242 O 2.60 -2.69 1.61  C241 1.421, C243 1.398
243 C 1.81 -3.47 2.45  O242 1.398, C244 1.532, H250 1.073, H251 1.095
244 C 1.49 -2.67 3.72  C243 1.532, O245 1.493, H252 1.104, H253 1.104
245 O 2.77 -2.54 4.48  C244 1.493, C246 1.389
246 C 3.55 -1.41 4.28  O245 1.389, H254 1.075, H255 1.126, H256 1.089
247 H 2.12 -3.85 0.04  C241 1.076
248 H 3.65 -4.26 0.64  C241 1.148
249 H 3.52 -2.69 -0.29  C241 1.104
250 H 2.26 -4.39 2.77  C243 1.073
251 H 0.87 -3.73 1.95  C243 1.095
252 H 0.79 -3.33 4.25  C244 1.104
253 H 1.02 -1.70 3.49  C244 1.104
254 H 4.44 -1.60 4.86  C246 1.075
255 H 3.00 -0.48 4.61  C246 1.126
256 H 3.82 -1.29 3.23  C246 1.089
257 C 8.37 0.63 -4.53  O258 1.437, H263 1.121, H264 1.076, H265 1.124
258 O 8.82 -0.73 -4.49  C257 1.437, C259 1.459
259 C 7.77 -1.74 -4.59  O258 1.459, C260 1.509, H266 1.107, H267 1.106
260 C 8.23 -3.11 -4.16  C259 1.509, O261 1.387, H268 1.117, H269 1.097
261 O 7.16 -3.98 -4.27  C260 1.387, C262 1.421
262 C 7.54 -5.32 -4.53  O261 1.421, H270 1.111, H271 1.090, H272 1.126
263 H 7.98 0.93 -5.54  C257 1.121
264 H 9.25 1.23 -4.36  C257 1.076
265 H 7.71 0.92 -3.68  C257 1.124
266 H 7.33 -1.82 -5.61  C259 1.107
267 H 6.86 -1.51 -4.01  C259 1.106
268 H 8.72 -3.06 -3.15  C260 1.117
269 H 9.02 -3.41 -4.85  C260 1.097
270 H 8.19 -5.38 -5.43  C262 1.111
271 H 6.61 -5.85 -4.76  C262 1.090
272 H 8.05 -5.84 -3.67  C262 1.126
273 C -6.89 3.95 -1.92  O274 1.453, H279 1.108, H280 1.148, H281 1.068
274 O -6.87 4.72 -0.69  C273 1.453, C275 1.420
275 C -5.57 5.22 -0.42  O274 1.420, C276 1.513, H282 1.085, H283 1.086
276 C -5.47 6.62 -0.98  C275 1.513, O277 1.336, H284 1.110, H285 1.102
277 O -6.04 7.52 -0.18  C276 1.336, C278 1.403
278 C -5.76 8.84 -0.55  O277 1.403, H286 1.099, H287 1.085, H288 1.065
279 H -7.90 3.66 -2.27  C273 1.108
280 H -6.43 2.90 -1.80  C273 1.148
281 H -6.44 4.46 -2.74  C273 1.068
282 H -4.83 4.55 -0.86  C275 1.085
283 H -5.44 5.32 0.65  C275 1.086
284 H -5.86 6.68 -2.02  C276 1.110
285 H -4.41 6.85 -1.21  C276 1.102
286 H -4.74 9.13 -0.27  C278 1.099
287 H -6.40 9.49 0.05  C278 1.085
288 H -6.01 9.09 -1.56  C278 1.065
289 C -6.95 -0.50 4.60  O290 1.424, H295 1.102, H296 1.112, H297 1.078
290 O -7.31 -1.30 3.48  C289 1.424, C291 1.418
291 C -8.26 -2.27 3.89  O290 1.418, C292 1.579, H298 1.068, H299 1.094
292 C -8.66 -3.24 2.72  C291 1.579, O293 1.422, H300 1.102, H301 1.109
293 O -9.74 -2.69 1.97  C292 1.422, C294 1.425
294 C -9.34 -2.24 0.68  O293 1.425, H302 1.081, H303 1.098, H304 1.099
295 H -6.12 0.19 4.34  C289 1.102
296 H -6.63 -1.22 5.39  C289 1.112
297 H -7.81 0.02 4.98  C289 1.078
298 H -9.15 -1.80 4.26  C291 1.068
299 H -7.83 -2.86 4.70  C291 1.094
300 H -9.16 -4.11 3.18  C292 1.102
301 H -7.78 -3.53 2.11  C292 1.109
302 H -8.85 -1.28 0.68  C294 1.081
303 H -10.24 -2.15 0.06  C294 1.098
304 H -8.58 -2.92 0.26  C294 1.099
305 C -3.05 -4.63 0.13  O306 1.364, H311 1.069, H312 1.104, H313 1.109
306 O -1.78 -4.13 0.18  C305 1.364, C307 1.408
307 C -0.84 -4.83 -0.61  O306 1.408, C308 1.518, H314 1.113, H315 1.070
308 C -1.02 -4.52 -2.08  C307 1.518, O309 1.425, H316 1.089, H317 1.123
309 O -2.12 -5.29 -2.56  C308 1.425, C310 1.415
310 C -2.71 -4.78 -3.74  O309 1.415, H318 1.073, H319 1.126, H320 1.129
311 H -3.37 -4.92 -0.85  C305 1.069
312 H -3.78 -3.87 0.45  C305 1.104
313 H -3.22 -5.48 0.82  C305 1.109
314 H -0.87 -5.94 -0.51  C307 1.113
315 H 0.17 -4.55 -0.39  C307 1.070
316 H -0.13 -4.73 -2.66  C308 1.089
317 H -1.23 -3.41 -2.07  C308 1.123
318 H -3.43 -5.49 -4.11  C310 1.073
319 H -1.96 -4.57 -4.55  C310 1.126
320 H -3.15 -3.79 -3.44  C310 1.129

Results of the Mulliken charge analysis, in e, for atoms 1 through 99:
1. C -0.44
2. O -0.55
3. C 1.58
4. C 0.53
5. O 0.43
6. C -0.86
7. H 0.35
8. H 0.37
9. H -0.27
10. H -0.76
11. H -0.62
12. H -0.41
13. H 0.13
14. H 0.31
15. H 0.24
16. H 0.13
17. C -0.91
18. O -0.13
19. C -0.75
20. C -0.55
21. O 0.23
22. C 0.27
23. H 0.19
24. H 0.36
25. H 0.30
26. H 0.12
27. H 0.51
28. H 0.38
29. H 0.13
30. H -0.33
31. H -0.02
32. H -0.19
33. C -0.90
34. O -0.18
35. C -0.71
36. C -0.53
37. O -0.04
38. C -0.43
39. H 0.35
40. H 0.23
41. H 0.32
42. H 0.39
43. H 0.50
44. H 0.53
45. H -0.02
46. H 0.21
47. H 0.43
48. H -0.17
49. C -0.68
50. O 1.34
51. C 0.76
52. C -0.96
53. O 0.09
54. C -0.96
55. H 0.45
56. H 0.17
57. H -0.46
58. H -0.91
59. H 0.08
60. H 0.29
61. H 0.32
62. H 0.33
63. H 0.23
64. H 0.25
65. C -0.95
66. O -0.09
67. C 0.73
68. C -1.04
69. O -0.19
70. C -0.82
71. H 0.29
72. H 0.37
73. H 0.26
74. H -1.03
75. H 0.63
76. H 0.50
77. H 0.53
78. H 0.36
79. H 0.30
80. H 0.24
81. C -0.88
82. O -0.38
83. C -0.77
84. C 0.30
85. O 1.55
86. C -1.13
87. H 0.31
88. H 0.29
89. H 0.33
90. H 0.16
91. H 0.28
92. H -1.13
93. H 0.79
94. H 0.42
95. H 0.42
96. H -0.32
97. C -0.03
98. O -0.51
99. C 0.53